Record 1
Computed, not measured: C3H3NO4 as an isolated structure at a distorted geometry, with the ωB97M-V functional and the def2-TZVPD basis.

CARTESIAN COORDINATES (ANGSTROEM)
C (-1.274, -0.146, 0.283)
C (0.248, 0.485, -0.984)
C (0.798, -0.111, 0.113)
H (-2.511, -0.808, 1.624)
H (1.693, 1.468, -1.724)
H (2.070, -0.675, 1.521)
N (-1.091, 0.503, -0.774)
O (-2.487, -0.402, 0.720)
O (0.711, 0.823, -2.185)
O (2.033, -0.440, 0.529)
O (-0.190, -0.697, 0.876)

Values from the calculation:
* energy above the lowest of the compared OMol25 structures with the same formula, charge and spin: 84.25 kcal per mole
* HOMO energy: -7.78 eV
* electronic energy: -471.7389 Ha
* gap between HOMO and LUMO: 7.895 eV

Record 2
Computed, not measured: an isolated molecule of C3H3NO4 at a distorted geometry, with the ωB97M-V functional and the def2-TZVPD basis.

CARTESIAN COORDINATES (ANGSTROEM)
C (1.503, -0.713, 0.020)
C (-2.078, 0.155, -0.132)
C (-0.061, 1.060, -0.080)
H (1.606, -1.072, 1.103)
H (1.836, -1.773, -0.499)
H (2.184, 0.059, -0.421)
N (0.148, -0.235, -0.250)
O (-1.157, -0.854, 0.101)
O (-3.312, 0.081, 0.189)
O (-1.359, 1.344, -0.305)
O (0.691, 1.948, 0.274)

Values from the calculation:
* SMILES: Cn1oc(=O)oc1=O
* energy above the lowest of the compared OMol25 structures with the same formula, charge and spin: 76.26 kcal per mole
* HOMO energy: -10.73 eV
* electronic energy: -471.7516 Ha
* gap between HOMO and LUMO: 10.857 eV

Record 3
Computed, not measured: an isolated molecule of C3H3NOS at a distorted geometry, with the ωB97M-V functional and the def2-TZVPD basis.

CARTESIAN COORDINATES (ANGSTROEM)
C (1.628, -0.660, -1.647)
C (0.604, -0.415, -0.746)
C (-1.001, 0.682, 1.158)
N (2.538, -0.826, -2.304)
O (-0.317, -1.585, -0.752)
S (0.425, 1.036, 0.126)
H (-1.772, 1.373, 0.903)
H (-0.839, 0.788, 2.311)
H (-1.266, -0.393, 0.952)

Values from the calculation:
* SMILES: CSC(=O)C#N
* energy above the lowest of the compared OMol25 structures with the same formula, charge and spin: 56.57 kcal per mole
* HOMO energy (spin up / spin down): -10.44 / -10.43 eV
* electronic energy: -644.1968 Ha
* gap between HOMO and LUMO (spin up / spin down): 8.970 / 8.966 eV

Record 4
Computed, not measured: an isolated molecule of C3H3NOS at a distorted geometry, with the ωB97M-V functional and the def2-TZVPD basis.

CARTESIAN COORDINATES (ANGSTROEM)
C (-1.428, 0.572, 0.276)
C (0.139, -1.208, -0.453)
C (-0.085, 0.078, 0.307)
N (-2.484, 1.006, 0.230)
O (-0.556, -2.168, -0.324)
S (1.003, 1.642, -0.438)
H (1.018, -1.186, -1.117)
H (0.269, -0.003, 1.334)
H (2.125, 1.267, 0.186)

Values from the calculation:
* SMILES: N#C[C@H](S)C=O
* energy above the lowest of the compared OMol25 structures with the same formula, charge and spin: 26.41 kcal per mole
* HOMO energy: -10.41 eV
* electronic energy: -644.2449 Ha
* gap between HOMO and LUMO: 10.244 eV

energy above the lowest of the compared OMol25 structures with the same formula, charge and spin of number 1 (C3H3NO4)? 84.25 kcal per mole

Which formula does entry 3 have? C3H3NOS

Look up the electronic energy of the second one. -471.7516 Ha